Entry 1:
Here is an isolated molecule of C16H16N4O2 at a distorted geometry from the OMol25 dataset. Energies are from ωB97M-V/def2-TZVPD.

Last column: natural (NBO) charge in e.
CARTESIAN COORDINATES (ANGSTROEM)
O  -5.573  1.634  2.685  -0.308
N  -5.382  2.220  1.593  0.104
C  -4.133  2.078  1.059  0.001
C  -3.574  3.152  0.283  -0.169
C  -2.296  2.998  -0.188  -0.219
C  -1.533  1.868  0.184  0.194
N  -0.197  1.847  -0.299  -0.505
C  1.066  2.110  0.405  -0.212
C  1.955  0.835  0.524  -0.221
N  1.976  -0.053  -0.653  -0.491
C  1.976  -1.473  -0.374  0.214
C  2.964  -2.346  -0.965  -0.236
C  2.875  -3.712  -0.607  -0.154
C  1.823  -4.205  0.130  -0.059
N  1.742  -5.518  0.403  0.101
O  2.270  -6.490  -0.247  -0.308
C  0.906  -3.390  0.646  -0.106
C  0.890  -1.960  0.341  -0.246
C  1.266  0.361  -1.902  -0.220
C  0.036  1.235  -1.668  -0.231
C  -2.060  0.957  1.046  -0.229
C  -3.394  0.914  1.461  -0.154
H  -4.269  4.008  0.050  0.243
H  -1.780  3.695  -0.933  0.234
H  0.844  2.425  1.470  0.222
H  1.506  2.927  -0.161  0.194
H  1.867  0.310  1.424  0.199
H  2.993  1.227  0.562  0.186
H  3.842  -1.778  -1.510  0.245
H  3.646  -4.400  -1.105  0.244
H  0.104  -3.641  1.295  0.229
H  0.285  -1.343  0.868  0.207
H  1.060  -0.476  -2.551  0.219
H  2.056  0.894  -2.448  0.188
H  -0.807  0.642  -2.025  0.213
H  0.161  2.101  -2.374  0.181
H  -1.430  0.166  1.386  0.206
H  -3.681  0.180  2.197  0.247

Calculated values
SMILES: O=Nc1ccc(N2CCN(c3ccc(N=O)cc3)CC2)cc1
Relative energy (zero: lowest compared OMol25 entry of this formula, charge and spin): 210.2 kcal/mol
LUMO level: -1.08 eV

---

Entry 2:
Here is an isolated molecule of C2H3NO2 from the OMol25 dataset. Energies are from ωB97M-V/def2-TZVPD.

Last column: natural (NBO) charge in e.
CARTESIAN COORDINATES (ANGSTROEM)
N  0.973  0.165  0.715  -0.804
C  -0.104  -0.511  0.253  0.566
O  -0.531  -1.559  0.696  -0.577
C  -0.825  0.176  -0.902  0.349
O  -1.214  1.314  -0.805  -0.486
H  1.472  -0.199  1.512  0.409
H  1.243  1.056  0.333  0.408
H  -1.016  -0.441  -1.801  0.137

Calculated values
SMILES: NC(=O)C=O
Relative energy (zero: lowest compared OMol25 entry of this formula, charge and spin): 8.9 kcal/mol
LUMO level: 0.33 eV

---

Entry 3:
Here is an isolated molecule of C2HBrN4 from the OMol25 dataset. Energies are from ωB97M-V/def2-TZVPD.

Last column: natural (NBO) charge in e.
CARTESIAN COORDINATES (ANGSTROEM)
Br  2.864  0.971  -0.094  0.128
C  1.078  0.411  -0.039  0.236
N  0.511  0.116  -1.204  -0.198
N  -0.721  -0.325  -1.158  -0.163
C  -1.284  -0.437  0.042  0.152
N  -0.695  -0.171  1.206  -0.163
N  0.537  0.270  1.167  -0.198
H  -2.290  -0.835  0.079  0.207

Calculated values
SMILES: Brc1nncnn1
LUMO level: -1.20 eV

---

Entry 4:
Here is a structure of composition C26H20N5O5Os from the OMol25 dataset. Energies are from ωB97M-V/def2-TZVPD.

Last column: Löwdin spin population.
CARTESIAN COORDINATES (ANGSTROEM)
Os  -0.282  -0.305  -0.510  2.906
C  3.680  -1.551  -1.607  0.007
C  4.260  -0.426  -2.195  0.013
C  3.574  0.761  -2.186  0.002
C  2.307  0.849  -1.591  0.020
N  1.730  -0.269  -1.076  0.044
C  2.425  -1.436  -1.074  0.018
N  1.764  2.108  -1.543  0.036
C  0.770  2.435  -0.799  0.022
N  -0.035  1.586  -0.063  0.114
C  -0.883  2.340  0.776  0.008
N  -1.651  1.936  1.701  0.036
C  -1.806  0.632  2.154  0.012
C  -2.688  0.467  3.220  0.010
C  -2.888  -0.788  3.756  0.000
C  -2.193  -1.866  3.226  0.010
C  -1.339  -1.641  2.168  0.010
N  -1.146  -0.423  1.641  0.139
C  -0.667  3.755  0.426  0.005
C  -1.259  4.901  0.921  -0.001
C  -0.819  6.114  0.405  0.003
C  0.189  6.171  -0.559  0.000
C  0.790  5.015  -1.041  0.001
C  0.333  3.812  -0.535  0.003
H  4.188  -2.502  -1.572  0.001
H  5.243  -0.485  -2.644  0.001
H  3.981  1.667  -2.608  0.000
H  1.916  -2.282  -0.636  0.001
H  -3.195  1.343  3.598  0.001
H  -3.579  -0.926  4.576  0.000
H  -2.316  -2.868  3.609  0.001
H  -0.801  -2.455  1.701  0.000
H  -2.031  4.848  1.676  0.000
H  -1.262  7.035  0.758  0.000
H  0.508  7.134  -0.932  0.000
H  1.579  5.047  -1.778  0.000
O  -1.571  -4.089  -0.991  0.025
C  -1.233  -3.037  -1.437  0.018
O  -0.393  -2.220  -0.735  0.192
C  -1.593  -2.520  -2.818  0.005
C  -0.393  -1.887  -3.547  0.003
C  -0.696  -1.792  -5.041  0.002
C  -1.721  -0.630  -5.070  0.002
C  -1.809  -0.261  -3.590  0.003
O  -0.460  -0.509  -3.122  0.084
C  -2.611  -1.325  -2.824  0.003
C  -3.025  -0.868  -1.433  0.018
O  -4.019  -1.239  -0.881  0.018
O  -2.186  0.028  -0.870  0.203
H  -2.000  -3.371  -3.359  0.001
H  0.580  -2.298  -3.283  0.000
H  0.205  -1.541  -5.596  0.000
H  -1.090  -2.726  -5.436  0.000
H  -1.348  0.213  -5.647  0.000
H  -2.688  -0.918  -5.476  0.000
H  -2.084  0.766  -3.365  0.000
H  -3.524  -1.617  -3.338  0.001

Calculated values
Net charge: +1
Spin multiplicity: 5
LUMO level (spin up / spin down): -4.04 / -5.10 eV

---

Entry 5:
Here is a cluster of 2 separate species, C26H24BF3N2 in total at a distorted geometry from the OMol25 dataset. Energies are from ωB97M-V/def2-TZVPD.

Last column: natural (NBO) charge in e.
CARTESIAN COORDINATES (ANGSTROEM)
C  2.673  -2.691  1.524  -0.683
C  2.499  -1.234  1.581  0.374
N  3.521  -0.372  1.813  -0.333
C  4.908  -0.769  1.985  -0.410
C  3.063  0.949  1.803  0.206
C  1.671  0.916  1.527  -0.079
C  1.000  2.112  1.303  -0.199
C  1.723  3.316  1.364  -0.203
C  3.102  3.324  1.631  -0.207
C  3.797  2.124  1.852  -0.255
C  1.300  -0.489  1.370  -0.230
C  0.093  -0.998  0.880  0.107
C  -1.205  -0.626  1.360  -0.158
C  -1.391  0.326  2.395  -0.160
C  -2.653  0.870  2.627  -0.222
C  -3.761  0.407  1.906  -0.172
C  -3.611  -0.640  0.987  -0.161
C  -2.358  -1.180  0.750  -0.142
H  1.679  -3.146  1.579  0.247
H  3.133  -3.002  0.573  0.276
H  3.283  -3.061  2.361  0.231
H  5.508  0.132  2.120  0.223
H  5.020  -1.415  2.864  0.214
H  5.272  -1.315  1.104  0.226
H  -0.071  2.092  1.097  0.227
H  1.199  4.258  1.195  0.221
H  3.640  4.272  1.664  0.222
H  4.865  2.087  2.052  0.217
H  0.153  -1.881  0.236  0.258
H  -0.535  0.643  2.994  0.229
H  -2.768  1.667  3.364  0.221
H  -4.743  0.858  2.062  0.221
H  -4.474  -1.024  0.439  0.221
H  -2.220  -2.007  0.049  0.232
C  -1.544  -1.867  -4.109  -0.405
N  -1.240  -0.913  -3.067  -0.352
C  -0.058  -0.819  -2.354  0.005
B  1.068  -1.987  -2.507  1.145
F  2.133  -1.699  -1.634  -0.561
F  0.365  -3.147  -2.096  -0.560
F  1.461  -1.997  -3.847  -0.543
C  -0.136  0.235  -1.462  -0.356
C  -1.414  0.865  -1.662  -0.023
C  -2.096  0.099  -2.656  0.128
C  -3.427  0.326  -2.989  -0.246
C  -4.089  1.364  -2.319  -0.225
C  -3.429  2.129  -1.342  -0.250
C  -2.094  1.887  -1.006  -0.224
H  -2.572  -1.687  -4.435  0.196
H  -0.863  -1.743  -4.961  0.224
H  -1.446  -2.892  -3.737  0.228
H  0.652  0.683  -0.870  0.233
H  -3.908  -0.301  -3.737  0.212
H  -5.131  1.579  -2.559  0.211
H  -3.977  2.919  -0.823  0.208
H  -1.568  2.463  -0.243  0.200

Calculated values
Relative energy (zero: lowest compared OMol25 entry of this formula, charge and spin): 5.6 kcal/mol
LUMO level: -1.85 eV

---

> Number 2 is which compound?

C2H3NO2